(1)
ORCA calculation (ωB97M-V with the def2-TZVPD basis set) on 7 unconnected molecules or ions with the total composition C21H51O24P3 in a non-equilibrium geometry.

Geometry as XYZ:
```
99
C21H51O24P3 | the Open Molecules 2025 dataset | ωB97M-V with the def2-TZVPD basis set
P 22.669 13.217 -11.447
P 18.551 17.004 -8.984
P 21.618 13.518 -18.062
O 24.979 20.143 -13.201
O 22.347 12.116 -18.159
O 21.823 13.904 -10.476
O 25.043 17.493 -8.770
O 23.132 18.685 -18.244
O 23.108 14.078 -12.686
O 22.898 20.582 -17.050
O 21.377 14.180 -19.343
O 26.467 19.648 -14.706
O 18.934 16.748 -10.507
O 21.213 19.251 -17.212
O 24.032 12.641 -10.864
O 22.433 14.353 -17.004
O 18.858 18.857 -14.672
O 24.830 18.164 -14.223
O 20.353 13.152 -17.222
O 19.497 16.017 -8.214
O 20.862 19.336 -13.684
O 20.341 17.317 -14.523
O 17.140 16.867 -8.663
O 19.191 18.420 -8.698
O 23.429 16.741 -9.976
O 22.030 11.957 -12.147
O 23.361 18.895 -9.320
C 23.301 15.433 -17.386
C 20.533 18.114 -17.742
C 22.478 19.423 -17.561
C 19.147 12.778 -17.913
C 20.151 18.646 -7.658
C 18.369 20.174 -14.380
C 24.199 20.986 -17.377
C 24.647 13.351 -9.759
C 23.937 19.658 -12.307
C 18.208 17.463 -11.495
C 21.650 16.919 -14.129
C 23.905 17.821 -9.383
C 20.097 18.609 -14.263
C 23.562 12.017 -18.867
C 25.374 19.234 -14.076
C 19.663 14.651 -8.652
C 23.763 13.494 -13.812
C 21.681 10.780 -11.393
C 22.178 16.897 -10.683
C 25.799 18.562 -8.203
C 27.006 18.752 -15.664
H 23.179 13.530 -14.733
H 22.906 16.333 -16.919
H 21.779 15.845 -14.267
H 19.915 14.033 -7.795
H 24.526 21.823 -16.760
H 24.103 12.486 -13.591
H 19.315 12.489 -18.953
H 17.287 20.092 -14.394
H 25.527 19.533 -8.598
H 18.697 20.455 -13.381
H 18.462 13.621 -17.962
H 24.619 14.139 -14.031
H 20.569 14.626 -9.266
H 24.405 11.809 -18.203
H 24.328 19.767 -11.307
H 20.527 18.166 -18.831
H 24.997 20.268 -17.134
H 25.687 13.023 -9.825
H 28.079 18.953 -15.703
H 24.293 15.295 -16.957
H 20.627 10.570 -11.557
H 22.254 9.979 -11.857
H 23.800 12.886 -19.483
H 22.392 17.307 -14.832
H 18.895 17.726 -12.305
H 21.895 10.887 -10.334
H 26.838 18.278 -8.357
H 23.129 20.386 -12.410
H 23.549 18.727 -12.700
H 25.680 18.559 -7.116
H 17.864 18.445 -11.151
H 21.037 18.021 -7.780
H 21.420 17.144 -9.948
H 21.856 17.188 -13.101
H 18.799 14.322 -9.218
H 26.994 17.733 -15.274
H 18.723 20.871 -15.135
H 23.353 15.595 -18.459
H 19.508 18.174 -17.391
H 24.302 12.991 -8.794
H 26.559 18.867 -16.646
H 17.350 16.933 -11.902
H 19.698 18.507 -6.680
H 24.584 14.424 -9.909
H 24.312 21.220 -18.435
H 20.975 17.180 -17.412
H 20.536 19.652 -7.813
H 22.004 15.932 -11.152
H 18.782 11.917 -17.362
H 23.539 11.159 -19.543
H 22.266 17.666 -11.447
```

For the LUMO energy, the calculation gives 0.5 eV. The calculation puts the HOMO-LUMO gap at 10.505 eV. Its SMILES is COP(=O)(OC)OC.COP(=O)(OC)OC.COP(=O)(OC)OC.COC(=O)OC.COC(=O)OC.COC(=O)OC.COC(=O)OC.

Results of the Mulliken charge analysis, in e, for atoms 1 through 2:
1. P 0.23
2. P 0.87

***

(2)
ORCA calculation (ωB97M-V with the def2-TZVPD basis set) on 7 unconnected molecules or ions with the total composition C21H54Cl2O20P4 in a non-equilibrium geometry.

Geometry as XYZ:
```
101
C21H54Cl2O20P4 | the Open Molecules 2025 dataset | ωB97M-V with the def2-TZVPD basis set
Cl 4.197 0.616 -4.930
Cl 5.954 1.613 -7.174
P 0.195 -8.875 7.575
P -5.715 2.833 -10.728
P 1.501 9.086 -9.584
P 7.091 -4.588 3.892
O -1.235 -9.067 8.307
O 8.416 -5.047 4.798
O 0.275 9.589 -10.515
O 6.526 -6.004 3.295
O -5.035 2.175 -9.435
O -2.762 3.524 11.341
O -4.664 4.031 -11.175
O 1.085 -10.074 7.515
O -0.338 -8.423 6.079
O -3.101 -1.002 -0.607
O 2.086 10.151 -8.666
O 0.833 7.805 -8.747
O -6.088 1.889 -11.795
O -1.752 -0.460 1.067
O -6.877 3.740 -10.085
O 2.440 8.338 -10.598
O 5.891 -4.247 5.008
O 7.477 -3.538 2.921
O 0.932 -7.557 8.275
O -3.370 1.498 10.461
C -2.821 1.477 12.751
C -6.541 4.614 -9.004
C -0.846 -9.393 5.166
C -2.189 -8.045 8.437
C -4.527 1.671 8.213
C 5.772 1.249 -5.415
C 5.995 -3.169 5.898
C -5.564 0.984 -8.849
C 2.087 7.066 -11.228
C -3.342 2.020 9.160
C -2.142 1.195 -0.621
C -2.468 -0.182 -0.009
C 1.491 7.164 -7.690
C -1.754 -1.735 1.672
C -1.174 -1.561 3.100
C 1.800 -7.752 9.338
C -2.964 2.289 11.428
C 0.269 10.712 -11.375
C 9.592 -4.235 4.729
C -4.953 4.676 -12.411
C 6.358 -7.061 4.154
H 1.006 7.032 -11.367
H 2.190 7.699 -7.048
H -5.739 5.317 -9.227
H -5.736 4.160 -12.968
H 2.473 6.167 -10.746
H -1.988 -1.683 3.815
H 0.722 6.859 -6.980
H 6.088 2.069 -4.770
H -5.499 1.995 8.586
H -7.404 5.248 -8.802
H -0.271 -9.415 4.241
H -4.352 2.262 7.314
H -2.517 1.325 -1.637
H 6.470 0.448 -5.171
H -0.896 -10.414 5.546
H 6.981 -2.714 5.983
H -3.125 -8.521 8.728
H -3.185 3.098 9.130
H 1.947 6.202 -7.924
H 5.478 -7.633 3.861
H 9.570 -3.285 4.193
H 9.969 -3.982 5.720
H 2.838 -8.082 9.350
H 2.547 7.230 -12.202
H -2.733 -2.214 1.642
H -5.440 5.566 -12.013
H 1.310 -8.192 10.206
H -4.732 0.313 -8.637
H -1.912 1.894 13.186
H 5.733 -3.536 6.890
H -0.378 11.439 -10.884
H -0.619 -0.629 3.214
H -0.138 10.485 -12.360
H -1.790 -8.972 4.819
H -2.302 -7.310 7.640
H -1.799 -7.396 9.221
H -2.917 0.392 12.716
H -4.487 0.596 8.037
H -0.636 -2.462 3.394
H 1.990 -6.728 9.658
H 10.512 -4.714 4.394
H -6.029 1.245 -7.899
H -1.064 1.286 -0.755
H -2.422 1.713 8.664
H 5.200 -2.465 5.650
H 1.236 11.212 -11.444
H -6.317 4.154 -8.042
H -4.043 4.951 -12.945
H 7.286 -7.586 3.926
H 6.236 -6.716 5.181
H -2.470 1.950 0.093
H -0.983 -2.182 1.044
H -6.317 0.590 -9.531
H -3.583 1.946 13.374
```

For the LUMO energy, the calculation gives 0.3 eV. The calculation puts the HOMO-LUMO gap at 10.558 eV. Its SMILES is COP(=O)(OC)OC.COP(=O)(OC)OC.COP(=O)(OC)OC.COP(=O)(OC)OC.CCOC(C)=O.CCOC(C)=O.ClCCl.

Results of the Mulliken charge analysis, in e, for atoms 1 through 2:
1. Cl -0.14
2. Cl -0.15

***

(3)
ORCA calculation (ωB97M-V with the def2-TZVPD basis set) on 4 unconnected molecules or ions with the total composition C21H55N4O9S in a non-equilibrium geometry.

Geometry as XYZ:
```
90
C21H55N4O9S | the Open Molecules 2025 dataset | ωB97M-V with the def2-TZVPD basis set
S -0.941 -0.612 -3.348
O 0.088 -2.518 -0.365
O 4.288 -1.237 0.445
O 6.575 -3.304 3.729
O -5.840 5.957 1.470
O -0.551 -0.696 -4.724
O -0.398 -1.932 -2.644
O -2.309 -0.418 -2.990
O -4.376 -1.939 -0.102
O -3.665 2.212 0.023
N 3.551 -0.024 -3.897
N -3.842 5.265 -0.578
N 6.236 -0.558 2.750
N -2.283 -4.223 -0.206
C -1.464 -4.059 -1.397
C 5.692 -1.083 3.996
C 5.344 0.330 2.025
C -3.938 2.799 -1.238
C -5.732 6.599 0.205
C 6.599 -2.152 4.563
C 7.819 -3.617 3.134
C -0.026 -3.801 -1.001
C 0.482 -2.597 1.007
C 0.035 0.690 -2.600
C -3.724 -4.288 -0.441
C 4.402 -2.586 0.853
C -4.603 2.503 1.047
C -3.245 -1.098 -0.211
C -5.230 5.624 -0.836
C 2.468 0.184 -2.871
C 4.063 -0.276 1.465
C -4.982 6.480 2.463
C -3.334 4.187 -1.412
C -4.406 -3.040 -0.991
C 1.308 0.997 -3.406
H 3.486 0.533 1.004
H -3.929 -5.123 -1.118
H -2.875 -1.064 -1.240
H 1.497 2.069 -3.298
H 0.608 -3.801 -1.893
H 6.235 -2.439 5.553
H -0.610 1.569 -2.579
H -4.194 -4.530 0.513
H 2.119 -0.814 -2.596
H -5.901 4.754 -0.825
H 5.413 -2.911 1.108
H -1.512 -4.971 -1.999
H 3.892 0.858 -4.284
H 0.563 -1.579 1.384
H -4.616 1.652 1.729
H 3.431 -0.706 2.250
H -5.072 7.469 0.268
H 4.697 -1.533 3.868
H -5.300 6.087 -1.825
H 2.921 0.635 -1.988
H 1.450 -3.095 1.103
H -0.112 -1.799 -1.710
H -5.608 2.643 0.641
H -5.459 -3.284 -1.147
H 8.154 -2.832 2.445
H 7.686 -4.543 2.578
H -2.434 -1.423 0.452
H 0.330 -4.587 -0.331
H -5.203 5.951 3.389
H -6.728 6.947 -0.083
H -4.003 -2.745 -1.969
H -3.533 -0.090 0.086
H 1.152 0.797 -4.468
H -2.101 -3.446 0.418
H -3.755 4.996 0.395
H 7.619 -1.774 4.672
H 6.483 -1.340 2.154
H 8.595 -3.770 3.889
H 5.072 1.165 2.677
H -3.925 6.333 2.214
H 4.352 -0.498 -3.472
H -1.793 -3.226 -2.032
H 0.262 0.428 -1.563
H 5.599 -0.265 4.717
H -3.446 4.480 -2.462
H 4.046 -3.183 0.013
H 3.747 -2.739 1.715
H -5.157 7.548 2.620
H 3.221 -0.613 -4.666
H 5.907 0.754 1.188
H -3.476 2.145 -1.980
H -0.257 -3.138 1.602
H -5.016 2.785 -1.436
H -2.258 4.103 -1.218
H -4.326 3.390 1.623
```

The net charge is +1. For the LUMO energy, the calculation gives -3.7 eV. The calculation puts the HOMO-LUMO gap at 6.628 eV.

Results of the Mulliken charge analysis, in e, for atoms 1 through 2:
1. S 1.35
2. O -0.69